Computed, not measured: 8 unconnected molecules or ions with the total composition C4H21NO9S at a distorted geometry, with ωB97M-V/def2-TZVPD.

max |F|: 2.98 eV/A
highest occupied orbital energy (alpha / beta): -0.2202 / -0.2197 Ha
relative energy (zero: lowest compared OMol25 entry of this formula, charge and spin): 196.0 kJ/mol
2S+1: 2
LUMO energy (alpha / beta): 2.67 / 0.31 eV
net charge: -1

Positions of all 36 atoms, in Å:
O 0.840 -1.666 -0.154
C 1.824 -0.968 -0.604
N 1.873 0.348 -0.555
C 0.733 1.119 -0.168
C 1.171 2.541 -0.450
S 0.050 3.829 0.324
C -0.658 0.772 -0.888
O -1.291 -0.354 -0.395
H 2.708 -1.473 -0.967
H -0.719 -1.168 -0.444
H 0.370 0.945 0.874
H 1.275 2.904 -1.459
H 2.118 2.649 0.044
H -1.398 1.628 -0.704
H -0.645 0.838 -1.994
H -3.015 -0.595 -0.091
H -4.074 -1.573 0.303
O -3.988 -0.710 -0.115
H 1.160 0.295 3.721
H 0.155 -0.776 3.615
O 1.007 -0.599 4.050
H -3.619 -0.468 -2.424
H -2.137 -0.151 -2.715
O -2.921 -0.560 -3.083
H 1.768 -0.232 -2.884
H 3.031 -0.100 -2.759
O 2.454 -0.011 -3.556
H -1.733 0.145 1.326
H -1.505 1.396 2.298
O -1.810 0.486 2.237
H 2.303 -4.170 0.831
H 1.675 -2.959 0.253
O 2.612 -3.392 0.343
H -0.874 -2.795 1.170
H 0.206 -2.485 2.044
O -0.671 -2.898 2.108

Atoms 1-6, force components in eV/Å:
O -0.09 -0.64 -0.51
C -1.26 2.27 1.47
N 0.81 -1.78 -1.22
C -2.06 -0.96 -0.84
C -1.66 1.30 1.60
S 0.62 -0.67 -0.24

Atom charges from the natural (NBO) analysis, given in e for atoms 1 to 8: -0.86, 0.44, -0.65, -0.13, -0.52, 0.02, -0.08, -0.81